A structure of composition C29H52N7OPb2. Source: the OMol25 dataset; level of theory: wB97M-V/def2-TZVPD.

Its HOMO energy is -15.06 eV. Its frontier orbital gap is 1.210 eV. Its energy above the lowest of the compared OMol25 structures with the same formula, charge and spin is 12.9566 eV.

Structure (ORCA input):
```
! wB97M-V def2-TZVPD RIJCOSX def2/J DEFGRID3
* xyz 3 1
Pb -4.60 -5.03 -4.56
Pb -0.18 -3.67 -7.78
C -0.46 -1.72 -2.10
O -1.01 -2.34 -3.26
H -0.03 -0.73 -2.25
H -1.21 -1.58 -1.32
H 0.33 -2.34 -1.69
C -3.92 2.95 0.62
C -3.57 3.88 1.84
C -4.77 4.00 2.85
C -5.17 2.80 3.55
N -5.52 1.85 4.16
H -3.90 1.94 1.02
H -3.15 2.96 -0.15
H -4.93 3.24 0.33
H -3.38 4.91 1.56
H -2.67 3.55 2.36
H -5.69 4.35 2.38
H -4.54 4.68 3.67
C 1.72 5.10 -2.67
C 3.05 5.88 -2.61
C 3.08 7.15 -1.85
C 2.33 7.12 -0.67
N 1.73 7.05 0.30
H 1.83 4.15 -3.19
H 0.93 5.70 -3.14
H 1.36 4.79 -1.69
H 3.47 5.99 -3.61
H 3.76 5.26 -2.07
H 2.58 7.84 -2.53
H 4.10 7.49 -1.67
C 0.80 -7.32 2.60
C 1.42 -6.71 1.32
C 1.09 -7.38 0.01
C -0.37 -7.33 -0.23
N -1.54 -7.28 -0.45
H 1.27 -8.30 2.67
H -0.26 -7.57 2.49
H 0.94 -6.74 3.51
H 2.51 -6.67 1.45
H 1.16 -5.66 1.26
H 1.39 -8.41 -0.19
H 1.63 -6.83 -0.75
C 6.03 -2.96 -1.23
C 5.76 -1.62 -1.89
C 5.91 -1.70 -3.37
C 5.13 -2.69 -4.04
N 4.51 -3.46 -4.64
H 5.44 -3.79 -1.63
H 5.71 -2.91 -0.19
H 7.10 -3.15 -1.26
H 6.49 -0.91 -1.50
H 4.76 -1.31 -1.60
H 6.94 -1.87 -3.65
H 5.64 -0.76 -3.86
C -4.69 4.63 -5.46
C -4.04 3.75 -6.59
C -3.76 2.33 -6.03
C -4.90 1.68 -5.40
N -5.78 1.14 -4.87
H -3.92 4.90 -4.74
H -5.48 4.13 -4.91
H -5.05 5.56 -5.89
H -3.12 4.23 -6.91
H -4.71 3.71 -7.45
H -2.96 2.31 -5.29
H -3.33 1.66 -6.78
C -3.29 -3.98 3.73
C -3.54 -4.30 5.20
C -2.73 -3.40 6.16
C -3.06 -3.80 7.53
N -3.25 -4.14 8.61
H -3.90 -3.09 3.57
H -3.59 -4.78 3.06
H -2.24 -3.76 3.52
H -3.12 -5.30 5.32
H -4.59 -4.27 5.49
H -2.99 -2.34 6.12
H -1.67 -3.51 5.96
C 2.43 0.65 3.69
C 3.00 1.91 3.02
C 3.53 3.00 3.94
C 4.54 2.60 4.89
N 5.38 2.28 5.64
H 1.56 0.87 4.30
H 3.13 0.15 4.37
H 2.25 -0.04 2.86
H 2.27 2.38 2.36
H 3.88 1.64 2.44
H 2.73 3.48 4.51
H 4.01 3.83 3.42
*
```

Electronic structure analysis, Löwdin charges in units of e: 1.341, 1.308, -0.122, -0.084, 0.088, 0.128, 0.112, -0.096, -0.226, -0.191, -0.226, 0.141, 0.060, 0.059, 0.074, 0.102, 0.103, 0.122, 0.125, -0.106, -0.266, -0.218, -0.264, 0.166, 0.059, 0.075, 0.062, 0.113, 0.107, 0.133, 0.137, -0.084, -0.269, -0.195, -0.220, 0.101, 0.080, 0.066, 0.079, 0.112, 0.101, 0.126, 0.111, -0.105, -0.264, -0.213, -0.256, 0.116, 0.069, 0.076, 0.089, 0.121, 0.107, 0.139, 0.127, -0.092, -0.218, -0.213, -0.251, 0.133, 0.072, 0.065, 0.078, 0.106, 0.109, 0.113, 0.100, -0.119, -0.253, -0.182, -0.224, 0.176, 0.073, 0.067, 0.066, 0.110, 0.119, 0.122, 0.119, -0.097, -0.253, -0.204, -0.208, 0.174, 0.076, 0.074, 0.061, 0.106, 0.107, 0.130, 0.127


A structure of composition C29H53AlCaCl3NO14S. Source: the OMol25 dataset; level of theory: wB97M-V/def2-TZVPD.

Its HOMO energy is -5.21 eV. Its frontier orbital gap is 0.756 eV.

Structure (ORCA input):
```
! wB97M-V def2-TZVPD RIJCOSX def2/J DEFGRID3
* xyz 0 1
C -0.19 -5.15 -0.57
C -0.81 -4.44 0.70
C 0.46 -3.96 1.56
C -1.53 -5.52 1.61
C -1.63 -3.13 0.41
C -2.93 -3.22 -0.44
C -4.09 -4.10 0.16
C -2.77 -3.65 -1.97
C -3.49 -1.74 -0.51
C -2.69 -0.59 -0.12
C -3.19 0.78 -0.20
C -4.55 1.06 -0.65
O -4.91 2.39 -0.61
C -5.43 2.39 0.77
C -4.26 2.76 1.76
O -4.01 1.76 2.75
C -2.78 1.11 2.35
C -1.90 0.49 3.50
O -0.55 1.10 3.43
S 0.47 0.26 2.44
O -0.17 -0.10 1.14
O 1.68 1.39 2.03
C 1.36 2.11 0.84
C 2.22 3.45 0.76
C 2.73 3.76 -0.70
C 3.38 5.19 -0.76
O 4.39 5.48 -0.16
O 2.82 6.23 -1.55
C -5.41 -0.06 -1.07
C -4.87 -1.43 -1.00
H 0.06 -4.31 -1.30
H -0.91 -5.84 -1.11
H 0.84 -5.63 -0.33
H 1.01 -4.89 1.91
H 1.17 -3.32 0.96
H 0.09 -3.47 2.50
H -0.81 -6.11 2.23
H -2.34 -5.10 2.26
H -2.05 -6.24 0.91
H -0.93 -2.41 -0.12
H -1.91 -2.66 1.41
H -5.05 -4.06 -0.41
H -3.75 -5.18 0.09
H -4.28 -3.90 1.25
H -1.96 -3.00 -2.42
H -2.54 -4.74 -2.09
H -3.72 -3.35 -2.49
H -1.63 -0.69 0.24
H -2.56 1.63 0.12
H -6.22 3.19 0.82
H -5.94 1.34 0.96
H -4.54 3.71 2.30
H -3.36 3.02 1.14
H -3.04 0.21 1.72
H -2.09 1.80 1.80
H -2.32 0.77 4.50
H -1.76 -0.64 3.36
H 1.61 1.53 -0.10
H 0.28 2.42 0.77
H 3.13 3.34 1.41
H 1.61 4.34 1.09
H 3.53 3.04 -1.05
H 1.92 3.76 -1.48
H 3.08 6.12 -2.48
H -6.44 0.16 -1.42
H -5.55 -2.24 -1.36
Cl -6.65 0.35 2.18
N 5.99 6.10 -2.66
H 5.57 6.01 -1.72
H 5.33 5.79 -3.37
H 6.24 7.08 -2.83
H 6.84 5.52 -2.71
Al 0.44 -0.95 0.00
C 3.78 10.20 1.43
C 4.78 9.97 0.27
C 5.11 8.46 0.21
O 5.90 10.64 0.54
H 4.20 9.90 2.39
H 3.50 11.26 1.49
H 2.86 9.63 1.27
H 4.22 10.19 -0.67
H 5.57 8.10 1.14
H 5.81 8.24 -0.62
H 4.21 7.87 0.04
C 4.57 -6.91 -0.61
O 3.39 -7.48 -1.35
C 3.50 -8.77 -1.66
O 4.42 -9.49 -1.42
O 2.36 -9.15 -2.31
C 2.32 -10.53 -2.72
H 4.36 -5.87 -0.42
H 4.70 -7.43 0.33
H 5.46 -6.99 -1.23
H 2.38 -11.18 -1.85
H 3.13 -10.74 -3.42
H 1.37 -10.70 -3.22
C -5.14 4.86 -2.49
O -5.20 3.72 -2.01
O -5.01 5.11 -3.71
O -5.19 5.93 -1.82
Cl -1.83 -2.54 2.86
Ca 0.64 -7.39 -1.83
Cl 6.04 -6.05 1.02
*
```

Löwdin atomic charge list, values in e, 99 entries: -0.160, -0.507, -0.115, -0.071, -0.297, -0.436, -0.041, -0.051, -0.116, -0.059, -0.015, -0.249, -0.156, -0.203, -0.181, -0.143, -0.209, -0.160, -0.300, 1.121, -0.537, -0.280, -0.258, -0.117, -0.096, -0.437, 0.084, 0.053, 0.029, -0.003, 0.108, 0.010, 0.050, 0.089, 0.031, 0.010, 0.087, 0.068, 0.064, -0.018, -0.239, 0.080, 0.068, 0.104, 0.093, 0.055, 0.087, 0.008, 0.096, 0.140, -0.142, 0.137, 0.113, 0.101, 0.101, 0.151, -0.060, 0.076, 0.138, 0.138, 0.141, 0.136, 0.129, 0.100, 0.127, 0.101, -0.088, 0.328, 0.096, 0.145, 0.160, 0.160, 0.597, -0.097, -0.704, -0.112, -0.252, 0.068, 0.065, 0.055, 0.103, 0.078, 0.035, 0.032, -0.317, -0.113, -0.636, 0.205, -0.208, -0.019, 0.007, -0.030, 0.071, 0.111, 0.113, 0.093, -0.894, 0.189, 0.214


Number 1: E -1978.84880 Ha. Number 2: E -4942.78029 Ha.